Entry 1:
A 5-piece molecular cluster, C2H14O4S overall. Source: OMol25; level of theory: ωB97M-V with the def2-TZVPD basis set.

```
21
Properties=species:S:1:pos:R:3:forces:R:3:mulliken_charge:R:1
C -2.058633 -0.863725 0.173823 0.74 -0.16 -0.52 -0.712
S -0.501762 -1.810018 0.133432 -0.07 0.05 -0.18 -0.124
C 0.350391 -0.827055 -1.129167 0.08 0.27 0.32 -0.757
H -2.860627 -1.511365 0.491460 -0.15 -0.06 0.37 0.355
H -2.256813 -0.544388 -0.847587 -0.11 -0.01 -0.01 0.242
H -1.909041 0.019146 0.769837 -0.31 0.22 0.34 0.190
H 1.188136 -1.405405 -1.526290 -0.46 -0.07 -0.35 0.410
H -0.396934 -0.473745 -1.838220 0.34 -0.46 -0.46 0.240
H 0.786987 0.082352 -0.739097 0.05 0.20 0.48 0.249
O 0.719687 1.400394 1.717529 -0.43 0.42 -0.43 -0.554
H 0.717208 0.608398 2.265500 0.39 0.12 0.08 0.289
H 1.442664 1.980776 1.973797 0.09 -0.46 0.28 0.270
O -1.331987 2.321617 -0.296687 0.01 0.29 -0.03 -0.583
H -2.096082 2.734864 0.122372 0.12 -0.03 -0.08 0.275
H -0.607587 2.442851 0.333399 -0.08 -0.33 0.11 0.305
O 2.390366 -1.196102 2.191048 -0.12 0.06 -0.22 -0.626
H 2.969813 -1.960207 2.241929 0.04 -0.05 0.08 0.270
H 1.815083 -1.378331 1.432256 -0.05 0.03 0.19 0.277
O 0.536930 1.906184 -3.137725 -0.21 0.27 -0.03 -0.627
H 0.472740 2.418596 -2.324048 0.04 -0.13 0.15 0.297
H -0.245390 2.205573 -3.616506 0.10 -0.17 -0.09 0.313
```
Positions in Å, forces in eV/Å.

Its SMILES is CSC.O.O.O.O. For the HOMO-LUMO gap, the calculation gives 0.328 Ha. Its calculated total energy is -21326.315 eV. Its HOMO energy is -8.4085 eV. The LUMO energy is 0.511 eV. Its energy relative to the best compared isomer or geometry (same formula, charge and spin) is 16.1 kcal per mole.

Entry 2:
A single C4H4N2O2 molecule. Source: OMol25; level of theory: ωB97M-V with the def2-TZVPD basis set.

```
12
Properties=species:S:1:pos:R:3:forces:R:3:mulliken_charge:R:1
O -2.012768 -1.635769 0.158476 -1.26 -0.28 0.35 -0.467
C -1.084884 -0.921377 0.082209 3.08 1.42 -2.08 0.174
N 0.291606 -1.389667 0.172539 1.72 -4.87 -0.53 -0.189
C 1.366484 -0.549655 -0.005371 0.02 -0.07 1.61 0.265
O 2.540376 -0.926382 0.167015 -2.81 1.71 -1.16 -0.601
C 0.629289 0.782115 -0.258328 -1.06 3.58 -0.30 -0.108
N -0.377975 1.326773 0.771773 0.50 -3.06 1.28 -0.554
C -0.906619 0.639541 -0.377360 2.07 -3.19 2.73 -0.001
H 0.737411 -2.526212 0.076165 -2.58 4.23 0.88 0.352
H 1.019553 1.776683 -0.542742 0.79 -1.52 -1.01 0.353
H -0.518032 2.285232 0.616005 0.25 1.67 -0.16 0.260
H -1.684445 1.138713 -0.860379 -0.73 0.38 -1.61 0.516
```
Positions in Å, forces in eV/Å.

Its SMILES is O=C1NC(=O)[C@@H]2N[C@H]12. For the HOMO-LUMO gap, the calculation gives 0.387 Ha. Its calculated total energy is -11285.202 eV. Its HOMO energy is -10.0147 eV. The LUMO energy is 0.511 eV. Its energy relative to the best compared isomer or geometry (same formula, charge and spin) is 77.0 kcal per mole.

Entry 3:
C29H48As3CaClN5O3SSe as an isolated structure. Source: OMol25; level of theory: ωB97M-V with the def2-TZVPD basis set.

```
92
Properties=species:S:1:pos:R:3:forces:R:3:mulliken_charge:R:1
Ca 0.404600 0.053800 -0.011600 -1.47 -0.98 3.91 0.575
N -0.225800 -0.127600 2.667900 -0.13 0.24 -0.30 -0.346
N -0.233800 -1.437400 3.217300 0.39 -0.31 0.18 -0.233
C -1.027600 -2.384300 2.658300 -0.13 0.00 0.19 0.426
N -0.727800 -3.678300 2.950600 0.07 0.21 0.22 -0.376
S -2.297900 -1.978600 1.675000 -0.11 0.09 -0.27 -0.321
H -0.219700 0.550200 3.435100 -0.07 -0.30 -0.21 0.271
H -1.148600 -0.035100 2.210100 -0.01 -0.06 0.51 -0.219
H 0.668800 -1.726000 3.579100 -0.14 0.08 -0.22 0.244
H -0.185900 -3.886400 3.775200 0.05 -0.03 0.01 0.189
H -1.444800 -4.349500 2.720600 0.03 0.10 0.02 0.282
C 4.056600 1.544800 0.171400 -0.01 0.16 0.00 -1.271
As 3.076000 -0.139500 0.358100 2.45 -0.18 0.26 0.733
C 4.168500 -0.843600 1.858100 -0.37 0.07 -0.14 -1.361
C 3.879200 -0.988300 -1.248400 0.06 0.05 -0.01 -1.361
C 3.458000 -2.388400 -1.717700 0.05 0.02 0.12 2.404
C 4.048700 -2.586900 -3.122800 -0.02 0.08 0.14 -2.429
C 1.933800 -2.535300 -1.863800 0.08 0.00 -0.21 -1.658
As 0.732600 -2.756100 -0.305700 0.19 -1.77 -0.41 0.798
C -0.885900 -2.915000 -1.389900 -0.32 -0.01 -0.14 -1.076
C 0.896500 -4.713900 0.017400 0.02 0.36 0.21 -1.267
C 4.001800 -3.476100 -0.785000 0.16 -0.09 0.14 -1.530
As 5.914900 -4.040200 -1.032700 -0.14 0.02 0.33 0.281
C 6.847300 -2.839300 0.229700 -0.09 -0.08 -0.07 -1.066
C 5.798200 -5.559900 0.217000 0.00 0.06 -0.04 -1.185
H 5.110300 1.358100 -0.062800 -0.21 -0.05 0.05 0.412
H 3.994800 2.113900 1.102700 -0.01 -0.10 -0.09 0.462
H 3.609300 2.147000 -0.620600 0.01 -0.07 0.01 0.286
H 5.225700 -0.847300 1.595800 -0.07 0.04 -0.10 0.375
H 3.871700 -1.851000 2.150700 -0.04 0.04 -0.06 0.332
H 4.019800 -0.173500 2.708900 0.00 -0.06 -0.09 0.530
H 4.969500 -0.980700 -1.107700 -0.23 0.14 0.00 0.379
H 3.648100 -0.265000 -2.044300 0.09 -0.05 0.09 0.186
H 3.523300 -1.972300 -3.850200 -0.06 0.07 -0.10 0.518
H 3.962900 -3.630300 -3.422100 -0.02 -0.07 -0.09 0.478
H 5.106700 -2.325000 -3.140900 0.00 0.01 -0.07 0.593
H 1.753900 -3.409600 -2.503300 -0.15 0.16 0.07 0.684
H 1.537800 -1.657300 -2.389300 -0.03 -0.10 -0.12 0.281
H -0.753300 -3.652100 -2.187300 0.15 0.12 0.08 0.463
H -1.131700 -1.949100 -1.830500 -0.02 -0.05 -0.06 0.178
H -1.723200 -3.228000 -0.763200 0.18 0.05 0.01 0.417
H 1.744000 -4.955700 0.657200 -0.01 0.07 -0.04 0.351
H 0.992700 -5.245200 -0.931800 0.01 0.18 0.01 0.437
H -0.015300 -5.049500 0.513800 0.04 0.11 -0.05 0.381
H 3.453500 -4.399900 -0.999700 0.08 -0.01 0.08 0.686
H 3.796800 -3.204400 0.260600 0.11 -0.18 -0.06 0.125
H 6.888600 -1.815700 -0.138900 -0.02 0.01 -0.06 0.285
H 7.873100 -3.190800 0.334400 0.00 -0.04 -0.03 0.477
H 6.375600 -2.857100 1.209800 -0.05 0.00 0.07 0.238
H 5.187000 -6.357200 -0.202800 -0.04 0.03 -0.07 0.344
H 5.379100 -5.253700 1.174600 -0.04 0.04 0.04 0.327
H 6.793600 -5.964900 0.390700 0.06 0.04 -0.03 0.413
C -5.116800 2.498900 2.251900 -0.06 -0.21 0.50 -0.930
N -4.826800 3.030500 0.951000 0.42 -0.04 -0.55 0.350
C -3.774800 2.691700 0.175900 0.09 0.14 -0.17 -0.112
Se -2.491800 1.500000 0.602100 0.52 -0.63 0.22 -0.290
N -3.861600 3.379400 -0.986200 0.00 -0.12 0.24 0.334
C -4.980800 4.183600 -0.966000 -0.67 0.31 0.38 0.366
C -5.515800 5.074700 -1.880500 0.03 -0.08 0.09 -0.746
C -6.679000 5.729300 -1.513000 0.02 0.01 -0.06 -0.521
C -7.284300 5.508000 -0.279000 -0.06 0.01 0.05 -0.612
C -6.754600 4.622700 0.641900 0.13 -0.11 -0.03 -0.624
C -5.593800 3.959300 0.279200 -0.21 0.53 -0.67 0.517
H -4.447200 1.658800 2.439200 -0.09 0.13 -0.02 0.266
H -6.148400 2.147700 2.284000 0.02 0.05 -0.01 0.339
H -4.964500 3.263900 3.016000 -0.03 -0.05 -0.03 0.329
H -3.191500 3.287600 -1.732700 -0.08 -0.03 0.16 0.089
H -5.051300 5.254600 -2.836200 0.07 0.01 -0.12 0.417
H -7.129700 6.429200 -2.198500 -0.02 0.07 -0.08 0.401
H -8.189400 6.039100 -0.032600 -0.10 0.07 0.02 0.396
H -7.226800 4.458600 1.596900 -0.05 -0.03 0.11 0.439
C 1.001000 4.609900 -5.935000 0.04 -0.03 0.07 -1.327
C 1.803300 3.396500 -5.584100 -0.16 -0.15 0.30 1.037
C 2.864300 2.970800 -6.364700 0.02 -0.15 0.15 -0.832
C 3.538700 1.798800 -6.054200 -0.14 0.00 0.18 0.063
Cl 4.869600 1.298400 -7.038700 0.12 -0.07 -0.08 -0.237
C 3.148300 1.024000 -4.977400 0.08 0.07 -0.23 -1.010
C 2.091000 1.441400 -4.182600 -0.20 0.14 0.20 0.957
C 1.440500 2.636700 -4.458200 0.23 -0.14 -0.36 0.021
O 0.445600 3.170300 -3.676600 0.19 0.12 0.12 -0.469
C -0.460800 2.319800 -3.024400 -0.28 -0.17 -0.19 -0.422
C 0.080800 1.442300 -1.884600 -0.57 1.51 -1.90 1.467
O 0.666800 1.944700 -0.916400 0.97 1.67 0.20 -0.803
O -0.153400 0.214400 -1.962100 -0.74 -1.08 -2.11 -0.686
H 1.408300 5.098700 -6.813400 0.02 0.09 -0.08 0.412
H 0.981100 5.311500 -5.104100 -0.03 0.11 0.00 0.309
H -0.028000 4.314800 -6.141400 -0.06 0.09 -0.01 0.285
H 3.172800 3.542700 -7.226800 -0.03 0.08 -0.07 0.382
H 3.667900 0.101300 -4.773300 0.04 -0.08 0.06 0.535
H 1.776200 0.823300 -3.350500 0.10 0.01 -0.10 -0.357
H -0.967600 1.659900 -3.742600 0.15 0.08 0.13 0.344
H -1.191300 3.008400 -2.584700 0.07 -0.20 0.06 -0.219
```
Positions in Å, forces in eV/Å.

For the HOMO-LUMO gap, the calculation gives 0.293 Ha. Its calculated total energy is -334100.672 eV. Its HOMO energy is -10.0538 eV. The charge is +1. The LUMO energy is -2.089 eV. Its energy relative to the best compared isomer or geometry (same formula, charge and spin) is 63.1 kcal per mole.

Entry 4:
A 4-piece molecular cluster, CH10NO3 overall. Source: OMol25; level of theory: ωB97M-V with the def2-TZVPD basis set.

```
15
Properties=species:S:1:pos:R:3:forces:R:3:mulliken_charge:R:1
C -0.296855 -0.993030 1.540839 1.30 0.77 -1.39 -0.119
N 0.573413 -0.756207 0.593882 0.42 2.37 1.07 -0.134
H -1.352965 -0.799529 1.224482 0.87 -0.28 0.95 0.316
H 0.117683 -1.261704 2.565363 -1.01 -0.22 -1.49 0.292
H 1.588289 -0.765027 0.814115 -0.43 -0.68 0.36 0.306
H 0.438772 0.013650 -0.159146 -1.06 -1.85 0.30 0.351
H -3.711904 0.662618 -3.663630 -0.23 1.03 -0.67 0.319
H -3.257398 -0.321156 -2.774436 0.52 -0.44 0.72 0.305
O -3.083959 0.606718 -2.946093 -0.14 -0.51 0.05 -0.611
H -0.789299 1.884935 -0.170800 -0.85 0.67 -0.37 0.334
H -1.285552 1.671187 -1.768749 1.45 -0.24 2.34 0.359
O -0.567704 1.545444 -1.037980 -0.57 -0.70 -1.72 -0.711
H 3.890887 0.162626 1.564300 0.55 1.63 -0.66 0.313
H 4.213629 -1.001116 2.377886 0.61 -0.81 0.72 0.314
O 3.522967 -0.649402 1.839968 -1.43 -0.74 -0.21 -0.633
```
Positions in Å, forces in eV/Å.

For the HOMO-LUMO gap, the calculation gives 0.341 Ha. Its calculated total energy is -8824.109 eV. Its HOMO energy is -14.7753 eV. The charge is +1. The LUMO energy is -5.497 eV. Its energy relative to the best compared isomer or geometry (same formula, charge and spin) is 24.3 kcal per mole.

Entry 5:
A single C9H9O2P molecule. Source: OMol25; level of theory: ωB97M-V with the def2-TZVPD basis set.

```
21
Properties=species:S:1:pos:R:3:forces:R:3:mulliken_charge:R:1
C 1.092879 0.588232 -0.057008 1.04 -0.08 -0.04 -0.465
C 1.125923 1.953865 0.081718 0.67 1.88 -0.10 -0.594
C -1.233877 1.922883 0.028987 -2.51 2.48 0.36 -0.440
C -0.084645 -0.171670 -0.265162 -0.73 0.47 0.71 0.482
C -0.076579 2.679252 0.018586 -0.28 0.13 1.68 0.308
C -1.260082 0.563361 -0.075485 -2.31 0.84 -0.42 0.787
C 0.991288 -3.303208 0.499488 0.26 -0.54 2.26 -0.297
C 0.870359 -2.493470 -0.747371 2.18 0.61 2.23 -0.403
C -0.268453 -1.529303 -0.476233 3.91 -0.87 -0.40 -1.022
O -0.136391 4.059948 0.199993 1.12 -0.47 -0.84 -0.573
O -2.491403 -0.075157 -0.111987 1.38 -1.42 -0.22 -0.548
P 0.012880 -3.027243 1.876199 0.74 -0.04 -1.83 -0.038
H 2.082077 0.166265 0.069570 -0.22 -0.71 -0.31 0.285
H 2.089861 2.527380 0.268746 -1.34 -1.00 -0.34 0.301
H -2.230637 2.517522 0.175053 1.80 -1.28 -0.43 0.094
H 1.910191 -3.940190 0.635618 -1.00 0.27 -0.36 0.317
H 1.941098 -2.094457 -0.770621 -1.44 0.38 -0.45 0.205
H 0.842279 -3.162962 -1.569497 -0.64 -0.35 -1.23 0.375
H -1.144021 -1.974887 -0.728618 -2.87 -0.50 -0.39 0.580
H -0.721271 4.411621 0.877723 -0.25 -0.75 -0.01 0.324
H -3.311478 0.382218 0.070302 0.48 0.94 0.13 0.321
```
Positions in Å, forces in eV/Å.

For the HOMO-LUMO gap (spin up / spin down), the calculation gives 0.266 / 0.241 Ha. Its calculated total energy is -22858.209 eV. Its HOMO energy (spin up / spin down) is -7.6589 / -6.9629 eV. The LUMO energy (spin up / spin down) is -0.414 / -0.393 eV. Its energy relative to the best compared isomer or geometry (same formula, charge and spin) is 88.1 kcal per mole.

Entry 6:
C11H15IrO5P as an isolated structure. Source: OMol25; level of theory: ωB97M-V with the def2-TZVPD basis set.

```
33
Properties=species:S:1:pos:R:3:forces:R:3:mulliken_spin:R:1
O 1.342401 1.618883 -5.960194 -0.53 -0.60 2.55 -0.036
C 1.118861 1.351712 -4.880394 0.54 0.44 -2.45 0.215
Ir 0.548558 0.670475 -2.125722 -0.01 1.15 -1.00 1.155
O 0.798884 3.595242 -1.258112 -0.25 -2.97 -0.95 0.115
C 0.712783 2.506098 -1.622704 0.73 5.43 0.75 0.041
C 0.379105 -1.172007 -2.601572 -0.38 -5.05 -1.97 0.067
O 0.264282 -2.295824 -2.826229 0.41 3.12 0.52 0.065
C 2.411029 0.411640 -1.789020 5.63 -0.54 0.76 0.068
O 3.518999 0.240334 -1.524376 -3.37 0.48 -0.78 0.053
C -1.319790 0.922084 -2.434851 -4.98 0.84 -1.31 0.049
O -2.456867 1.058110 -2.558948 2.92 -0.39 0.42 0.094
C 2.033695 -0.444206 2.188127 -0.71 1.93 -2.26 0.115
C 0.771836 -1.130373 1.666497 1.71 -2.53 3.75 0.312
P 0.123913 -0.283881 0.164009 -0.27 -0.51 1.34 0.926
C -1.179020 -1.556241 -0.236630 -1.15 -1.83 0.94 0.146
C -2.110156 -1.961527 0.906847 0.08 0.74 0.42 0.062
C -0.312547 1.356227 0.908252 -0.13 1.66 -0.56 0.094
C -1.056873 1.327818 2.244805 -0.68 -1.00 0.99 0.110
H 2.811298 -0.419748 1.394924 0.04 -0.14 0.76 0.008
H 2.431483 -1.011182 3.055480 -0.12 -0.53 0.10 0.115
H 1.830142 0.592094 2.522524 0.31 -0.59 0.14 0.003
H 1.056104 -2.165771 1.380880 -0.53 0.39 -0.34 0.011
H 0.024343 -1.187619 2.478535 -0.41 0.14 -0.57 0.044
H -1.834404 -1.167582 -1.037708 0.46 0.48 0.04 0.053
H -0.682588 -2.482859 -0.585485 0.19 0.67 0.08 0.004
H -2.681953 -1.093231 1.279580 0.13 -0.53 -0.13 0.002
H -2.844524 -2.700659 0.522386 0.26 0.12 0.04 0.050
H -1.570956 -2.457784 1.736283 -0.32 0.00 -0.36 0.019
H 0.613160 1.954833 1.033905 -0.27 -0.42 -0.49 -0.001
H -0.986453 1.876446 0.198779 0.38 -0.11 0.22 0.012
H -0.447961 0.892065 3.058978 -0.30 0.12 -0.41 0.005
H -1.292541 2.371128 2.543601 0.22 -0.28 -0.51 0.024
H -2.014241 0.785303 2.157553 0.41 0.30 0.28 -0.001
```
Positions in Å, forces in eV/Å.

For the HOMO-LUMO gap (spin up / spin down), the calculation gives 0.232 / 0.189 Ha. Its calculated total energy is -33975.840 eV. The expectation value of S² is 6.013. As for the spin multiplicity: 5. Its HOMO energy (spin up / spin down) is -17.3855 / -22.8558 eV. The charge is +3. The LUMO energy (spin up / spin down) is -11.083 / -17.702 eV.